Entry from the Open Molecules 2025 dataset: 2 unconnected molecules or ions with the total composition C3H9N2O3 (ωB97M-V with the def2-TZVPD basis set).

Output
LUMO energy ... 3.74 eV
Charge ... -1
Total energy ... -454.9249 a.u.
M ... 121.1 g mol⁻¹
Strongest force on any atom ... 6.8 eV/Å

Each line ends with the Löwdin charge.
Positions of all 17 atoms, in Å:
O -0.710 -1.320 1.668  -0.11
C -0.718 -0.508 0.683  -0.55
N -0.096 0.657 0.634  0.00
C 0.891 1.228 1.397  -0.40
O 2.159 1.118 0.692  -0.12
C -1.363 -1.044 -0.586  -0.17
N -1.090 -2.538 -0.514  0.00
H 0.469 1.262 -1.411  -0.02
H 1.218 0.830 2.519  0.13
H 0.523 2.184 1.797  0.08
H -0.965 -0.672 -1.534  0.09
H -2.285 -0.768 -0.505  0.03
H -0.135 -2.628 -0.285  0.03
H -1.617 -2.715 0.294  0.01
H 0.776 2.466 -2.390  0.10
H 1.922 0.986 -0.266  0.05
O 1.023 1.463 -2.192  -0.15

---

Entry from the Open Molecules 2025 dataset: 2 unconnected molecules or ions with the total composition C3H9N2O3 (ωB97M-V with the def2-TZVPD basis set).

Output
LUMO energy ... -4.51 eV
Charge ... +1
Total energy ... -454.5043 a.u.
M ... 121.1 g mol⁻¹
Strongest force on any atom ... 4.5 eV/Å

Each line ends with the Löwdin charge.
Positions of all 17 atoms, in Å:
C -1.307 1.418 0.495  0.02
C -0.438 -0.018 -1.200  0.14
C -1.619 -1.083 0.476  0.01
N 2.477 -0.013 0.000  -0.46
N -1.117 0.135 -0.135  -0.19
O 3.791 -0.329 0.151  0.16
O 2.119 1.081 0.059  0.17
O 1.743 -0.961 -0.180  0.06
H -1.707 1.313 1.492  0.10
H -0.325 1.998 0.561  0.13
H -2.062 1.872 -0.163  0.13
H -0.317 -0.829 -1.857  0.12
H 0.070 0.836 -1.564  0.11
H 4.033 -1.241 -0.105  0.16
H -2.205 -1.777 -0.187  0.14
H -0.809 -1.600 0.821  0.06
H -2.326 -0.800 1.336  0.14

---

Entry from the Open Molecules 2025 dataset: a gas-phase ion, C3H9N2O3 (charge +1) (ωB97M-V with the def2-TZVPD basis set).

Output
LUMO energy ... -3.70 eV
Charge ... +1
Total energy ... -454.6573 a.u.
M ... 121.1 g mol⁻¹
Strongest force on any atom ... 5.0 eV/Å
SMILES ... CNC(O)(O)/[NH+]=C\O

Each line ends with the Löwdin charge.
Positions of all 17 atoms, in Å:
C 1.325 -0.937 -0.195  -0.07
N 0.897 0.424 -0.381  0.02
C -0.432 0.672 -0.736  -0.63
O -1.114 -0.383 -1.178  0.14
O -0.618 1.803 -1.424  0.10
N -1.278 1.104 0.695  0.20
C -0.942 0.862 1.954  -0.15
O -0.165 -0.042 2.365  0.18
H 1.218 -1.541 -1.159  0.13
H 2.313 -1.005 0.180  0.09
H 0.640 -1.526 0.423  0.07
H 1.199 0.991 0.388  0.13
H -1.803 0.070 -1.737  0.18
H 0.170 2.443 -1.428  0.19
H -1.796 1.962 0.565  0.14
H -1.430 1.376 2.695  0.14
H 0.257 -0.800 1.920  0.13

---

Entry from the Open Molecules 2025 dataset: a molecular structure, C3H9N2O4P (ωB97M-V with the def2-TZVPD basis set).

Output
LUMO energy ... 0.78 eV
Charge ... 0
Total energy ... -871.5989 a.u.
M ... 168.1 g mol⁻¹
Strongest force on any atom ... 4.7 eV/Å

Each line ends with the Löwdin charge.
Positions of all 19 atoms, in Å:
C -1.628 -1.318 0.232  -0.56
C 0.323 1.616 1.601  -0.09
C 2.389 0.241 -2.281  -0.17
N -2.322 -2.472 0.125  0.15
N -2.075 -0.278 0.881  0.14
O -0.380 -1.384 -0.342  -0.06
O -0.657 1.110 -1.167  -0.24
O 0.756 0.403 0.971  -0.20
O 1.626 -0.348 -1.320  -0.24
P 0.237 0.121 -0.485  0.52
H 0.745 2.481 1.119  0.09
H 0.369 1.629 2.666  0.09
H -0.716 1.662 1.394  0.04
H 2.494 -0.350 -3.202  0.09
H 3.393 0.439 -1.905  0.08
H 2.018 1.332 -2.456  0.12
H -2.582 -2.944 0.936  0.08
H -1.833 -3.013 -0.586  0.11
H -2.961 -0.404 1.359  0.07

---

Entry from the Open Molecules 2025 dataset: 2 unconnected molecules or ions with the total composition C3H9N2PS (ωB97M-V with the def2-TZVPD basis set).

Output
LUMO energy (spin up / spin down) ... -0.28 / -0.28 eV
Charge ... 0
Total energy ... -968.6909 a.u.
M ... 136.2 g mol⁻¹
Strongest force on any atom ... 3.7 eV/Å

Each line ends with the Löwdin charge.
Positions of all 16 atoms, in Å:
C -1.035 -0.968 0.628  -0.25
C -2.228 -1.864 0.468  -0.07
C 1.422 1.031 -1.801  -0.27
N -0.254 -0.737 -0.397  -0.17
N 0.599 1.827 1.503  -0.07
P 1.196 0.126 -0.183  0.37
S 2.632 -1.084 0.435  0.14
H -1.048 -0.386 1.518  0.08
H -2.231 -2.730 1.106  0.07
H -3.131 -1.444 1.027  0.10
H -2.427 -1.927 -0.586  0.07
H 2.300 1.695 -1.648  0.04
H 1.744 0.199 -2.496  0.05
H 0.633 1.612 -2.312  0.05
H 0.297 2.629 0.968  -0.06
H 1.531 2.021 1.770  -0.08

---

Entry from the Open Molecules 2025 dataset: a gas-phase ion, C3H9N2S (charge -1) (ωB97M-V with the def2-TZVPD basis set).

Output
LUMO energy ... 3.66 eV
Charge ... -1
Total energy ... -627.4154 a.u.
M ... 105.2 g mol⁻¹
Strongest force on any atom ... 0.9 eV/Å
SMILES ... NCNCC[S-]

Each line ends with the Löwdin charge.
Positions of all 15 atoms, in Å:
N -1.562 -1.426 2.615  -0.01
C -1.025 -0.424 1.709  -0.35
N -0.959 -0.907 0.331  -0.09
C -0.468 0.084 -0.628  -0.38
C 1.055 0.219 -0.624  -0.81
S 1.618 1.370 -1.918  0.04
H -2.559 -1.351 2.719  0.04
H -1.251 -2.363 2.417  0.05
H -0.014 -0.148 2.008  0.10
H -1.650 0.467 1.845  0.11
H -1.898 -1.243 0.131  0.09
H -0.807 -0.164 -1.631  0.08
H -0.866 1.073 -0.460  0.07
H 1.326 0.638 0.344  0.02
H 1.461 -0.784 -0.755  0.03

---

Entry from the Open Molecules 2025 dataset: 2 unconnected molecules or ions with the total composition C3H9N3 (ωB97M-V with the def2-TZVPD basis set).

Output
LUMO energy ... 0.48 eV
Charge ... 0
Total energy ... -283.8630 a.u.
M ... 87.1 g mol⁻¹
Strongest force on any atom ... 2.4 eV/Å
SMILES ... [H]/N=C\C.[H]/N=N/C

Each line ends with the Löwdin charge.
Positions of all 15 atoms, in Å:
H 2.470 1.008 0.760  0.04
N 1.956 0.160 1.002  0.08
C 1.322 -0.358 0.040  -0.37
C 1.351 0.008 -1.412  -0.10
H 0.808 -1.324 0.244  0.09
H 1.885 -0.739 -1.997  0.07
H 1.798 0.990 -1.563  0.07
H 0.317 0.025 -1.762  0.05
H -2.092 1.787 -0.826  0.06
N -1.822 1.430 0.103  0.04
N -1.294 0.316 0.008  -0.14
C -1.627 -0.668 1.155  -0.09
H -0.755 -0.699 1.809  0.05
H -1.828 -1.654 0.738  0.07
H -2.489 -0.280 1.700  0.06

---

Entry from the Open Molecules 2025 dataset: a single C3H9N3 molecule (ωB97M-V with the def2-TZVPD basis set).

Output
LUMO energy ... 0.96 eV
Charge ... 0
Total energy ... -283.8102 a.u.
M ... 87.1 g mol⁻¹
Strongest force on any atom ... 3.3 eV/Å
SMILES ... CCCn1[nH][nH]1

Each line ends with the Löwdin charge.
Positions of all 15 atoms, in Å:
C -1.151 0.724 1.142  -0.14
C -0.621 -0.465 0.388  -0.27
C 0.800 -0.244 -0.098  -0.21
N 1.311 -1.509 -0.694  -0.15
N 1.045 -1.722 -2.018  -0.05
N 2.354 -1.346 -1.668  -0.05
H -1.040 1.647 0.599  0.06
H -0.529 0.927 1.982  0.06
H -2.240 0.711 1.470  0.10
H -0.705 -1.314 1.127  0.13
H -1.268 -0.690 -0.505  0.12
H 1.355 -0.144 0.798  0.11
H 0.804 0.574 -0.772  0.10
H 0.531 -0.933 -2.386  0.08
H 2.750 -0.424 -1.997  0.12